# 1
Below is an isolated molecule of C4H7ClS, with properties calculated with the ωB97M-V functional and the def2-TZVPD basis.

Geometry as XYZ:
```
13
Properties=species:S:1:pos:R:3
C 1.46406 -0.53342 -1.03636
C 0.25304 -0.21148 -0.37523
C 0.38500 -0.24481 1.15497
C -1.50747 0.19843 -0.60771
S -2.05979 1.72837 0.21201
Cl -2.32474 -1.29793 -0.21224
H 1.44274 -0.43225 -2.04026
H 2.45090 -0.91882 -0.56549
H -0.35187 -0.78959 1.54343
H 0.11405 0.70033 1.45273
H 1.42028 -0.55487 1.62402
H -1.55040 0.31031 -1.76637
H -2.80832 1.27876 1.28895
```

SMILES string: C=C(C)[C@H](S)Cl
Kohn-Sham gap in Eh: 0.369
E in Ha: -1014.861831
Energy above the lowest of the compared OMol25 structures with the same formula, charge and spin in kcal/mol: 67.2

=====

# 2
Below is a structure of composition C31H37BF4N8O6SY, with properties calculated with the ωB97M-V functional and the def2-TZVPD basis.

Geometry as XYZ:
```
89
Properties=species:S:1:pos:R:3
Y 0.67683 0.00542 0.50757
C -6.19485 3.34471 0.73240
C -4.89531 2.72508 0.33553
C -4.79330 1.92891 -0.81276
C -3.64195 1.23097 -1.14783
C -3.63698 0.59307 -2.41272
N -2.60679 -0.08207 -2.90395
C -2.64431 -0.70609 -4.16955
C -1.27650 -1.32010 -4.56118
C -1.14798 -2.76033 -4.05775
N -1.05098 -2.82551 -2.63240
C -1.48024 -3.85741 -1.92262
C -1.27033 -4.07998 -0.53600
C -1.74290 -5.26562 0.04762
C -1.53342 -5.55472 1.40301
C -2.19619 -6.67882 2.18440
C -0.75046 -4.65830 2.17671
C -0.34006 -3.39841 1.65407
C 0.26601 -2.49785 2.62668
N 0.66770 -1.27845 2.46664
C 0.99434 -0.68131 3.81610
C 1.27569 0.78970 3.64675
C 0.04049 1.65013 3.47308
N -0.63685 1.29462 2.18895
C -1.63740 2.11260 1.95849
C -2.62229 2.03507 0.92004
C -3.78521 2.83380 1.13893
C -2.51215 1.14930 -0.22793
O -1.55369 0.32237 -0.39183
C -0.50878 -3.08096 0.27102
O -0.18901 -1.94235 -0.22970
H -6.97538 2.54018 0.72141
H -6.54171 4.16861 0.04537
H -6.14574 3.70179 1.77507
H -5.68324 1.68731 -1.44150
H -4.56013 0.63097 -3.03763
H -1.75439 -0.14008 -2.34046
H -2.95549 0.05185 -4.91613
H -3.42123 -1.49694 -4.19346
H -0.45192 -0.68049 -4.21775
H -1.28169 -1.41649 -5.65344
H -0.31414 -3.22246 -4.56626
H -2.06131 -3.31919 -4.35583
H -0.48833 -2.09153 -2.18795
H -2.05799 -4.62221 -2.45223
H -2.35968 -5.96722 -0.54849
H -3.04766 -7.10507 1.59131
H -2.57031 -6.31740 3.15127
H -1.51012 -7.53700 2.35410
H -0.45507 -4.92771 3.17879
H 0.35691 -2.94800 3.62520
H 1.86339 -1.21465 4.20621
H 0.16145 -0.84180 4.51251
H 1.89218 0.91550 2.72064
H 1.85784 1.14515 4.48829
H 0.33531 2.72547 3.51040
H -0.64170 1.46535 4.32220
H -1.76858 2.97726 2.61324
H -3.84286 3.43921 2.06321
C 3.24598 4.11945 1.52771
C 3.85666 2.82424 1.18671
N 3.19443 1.67530 0.90044
C 4.18573 0.77884 0.54885
C 5.43500 1.35673 0.72156
N 5.18692 2.66376 1.10385
C 6.82557 0.86262 0.65337
O 7.03563 -0.37162 0.24906
O 7.74067 1.67700 0.89240
C 3.82387 -0.63622 0.21404
O 4.73740 -1.47662 -0.01666
O 2.59087 -0.91023 0.19593
H 2.13284 4.02287 1.48535
H 3.53744 4.86900 0.76467
H 3.60432 4.46928 2.53322
H 5.89040 3.38149 1.27543
H 6.10251 -0.90429 0.18925
N 2.96355 2.60094 -2.75255
C 2.80394 1.27269 -2.68379
N 3.84520 0.46579 -2.95718
S 1.28610 0.54889 -2.44114
H 3.89676 3.01643 -2.67682
H 2.17579 3.17795 -2.48239
H 4.75546 0.77724 -3.33251
H 3.64373 -0.53382 -2.89663
F -1.18086 3.32114 -1.14088
B 0.07675 3.51955 -0.57598
F 0.66270 2.20525 -0.09474
F 1.00477 3.98672 -1.48711
F 0.08830 4.29166 0.58667
```

Kohn-Sham gap in Eh: 0.242
E in Ha: -2954.178565
Total charge: +1
Energy above the lowest of the compared OMol25 structures with the same formula, charge and spin in kcal/mol: 0.0

=====

# 3
Below is an isolated molecule of C4H4N2O2, with properties calculated with the ωB97M-V functional and the def2-TZVPD basis.

Geometry as XYZ:
```
12
Properties=species:S:1:pos:R:3
H 0.54042 0.26790 3.00906
N 1.22676 0.45341 2.11872
C 0.56912 0.06086 1.15609
N 0.89528 0.29220 -0.11571
C -0.18764 -0.10480 -1.02674
C -0.25512 -0.25037 -2.27151
O -1.27479 0.13378 -0.17897
C -1.05427 -0.01863 1.08430
O -1.95358 -0.04646 1.80424
H 2.06722 -0.13419 -0.06406
H 0.59564 -0.15972 -2.77783
H -1.16903 -0.49399 -2.73759
```

SMILES string: [H]/N=C1/NC(=C)OC1=O
Kohn-Sham gap in Eh: 0.372
E in Ha: -414.706046
Energy above the lowest of the compared OMol25 structures with the same formula, charge and spin in kcal/mol: 87.9

=====

# 4
Below is a structure of composition C3H7F2O2P, with properties calculated with the ωB97M-V functional and the def2-TZVPD basis.

Geometry as XYZ:
```
15
Properties=species:S:1:pos:R:3
C -1.62833 1.14048 -1.22136
C -1.42397 0.66487 0.19460
C 1.93618 -1.60652 0.87831
O 1.59444 1.17518 0.55901
O -0.46670 -0.41421 0.35493
F 3.11449 -1.85553 0.28651
F 2.08440 -1.16176 2.16312
P 1.05706 -0.09601 0.11250
H -0.73129 1.55691 -1.52016
H -1.81825 0.26562 -1.74094
H -2.60368 1.74331 -1.05079
H -2.42826 0.38744 0.74970
H -0.98860 1.41430 0.94467
H 1.25043 -2.62077 0.94056
H 1.05206 -0.59331 -1.65067
```

Kohn-Sham gap in Eh: 0.411
E in Ha: -810.020814
Energy above the lowest of the compared OMol25 structures with the same formula, charge and spin in kcal/mol: 99.1

=====

# 5
Below is a structure of composition C10H27N2NaO7S4, with properties calculated with the ωB97M-V functional and the def2-TZVPD basis.

Geometry as XYZ:
```
51
Properties=species:S:1:pos:R:3
Na -0.32575 0.36660 -0.24579
N -2.94654 0.81708 2.05848
O -3.38288 1.93063 1.68882
O -1.78004 0.46599 1.74889
O -3.67056 0.02119 2.71349
C -4.69073 -1.44768 -0.80397
C -3.60705 -0.50599 -1.11538
N -2.79434 0.25249 -1.39440
H -5.16919 -1.02280 0.08222
H -4.32660 -2.42702 -0.50759
H -5.38439 -1.43994 -1.64035
C 1.28653 -3.58469 2.04814
S 0.01560 -2.31872 2.08504
O 0.56505 -1.34236 1.08780
C -1.33597 -3.20451 1.33717
H 1.03019 -4.35268 2.78333
H 2.28711 -3.20988 2.23037
H 1.19866 -4.07453 1.07637
H -0.98510 -3.76025 0.45860
H -2.17813 -2.60612 0.99770
H -1.74402 -4.01887 1.94100
C -1.21890 2.17020 -3.94108
S 0.24055 2.79717 -3.05013
O 0.52092 2.09241 -1.72973
C 1.51643 2.16348 -4.15410
H -1.22334 1.08330 -3.84666
H -1.10221 2.43860 -4.99170
H -2.15367 2.58809 -3.57840
H 1.27306 1.14843 -4.47199
H 2.47250 2.16275 -3.64022
H 1.67934 2.68367 -5.10060
C -0.65215 2.87452 4.13526
S 1.11039 2.49650 4.36634
O 1.95509 3.55013 3.72534
C 1.13731 1.12647 3.16319
H -1.03279 3.46394 4.96725
H -1.32862 2.03665 3.98223
H -0.55864 3.48918 3.23645
H 0.58657 1.42678 2.27575
H 0.72410 0.21684 3.59760
H 2.18019 0.92920 2.91943
C 3.37177 -2.08285 -2.00660
S 2.44551 -0.55378 -2.37641
O 1.10603 -0.76283 -1.68112
C 3.49169 0.59877 -1.40261
H 4.43935 -1.91615 -2.10951
H 2.86313 -2.88493 -2.53560
H 3.11174 -2.29024 -0.96425
H 4.47329 0.79854 -1.82404
H 3.55639 0.10217 -0.43011
H 2.95311 1.51504 -1.16392
```

Kohn-Sham gap in Eh: 0.285
E in Ha: -2788.263241
Energy above the lowest of the compared OMol25 structures with the same formula, charge and spin in kcal/mol: 0.0

=====

# 6
Below is a cluster of 2 separate species, CH6N3O in total, with properties calculated with the ωB97M-V functional and the def2-TZVPD basis.

Geometry as XYZ:
```
11
Properties=species:S:1:pos:R:3
C -0.87621 0.73570 -0.46355
N -0.52890 -0.06114 0.50318
N -0.32381 0.67882 -1.65139
N 1.09909 -0.96303 1.16294
O 1.84791 -1.31127 0.30467
H -1.55497 1.47585 -0.32672
H 0.32732 -0.07317 -1.78333
H -0.96514 0.28484 1.32856
H -0.87243 1.01804 -2.45195
H 1.29995 -0.02202 1.78966
H 0.54718 -1.76261 1.58792
```

Kohn-Sham gap in Eh: 0.339
E in Ha: -280.813945
Total charge: +1
Energy above the lowest of the compared OMol25 structures with the same formula, charge and spin in kcal/mol: 74.9

=====

# 7
Below is a cluster of 2 separate species, CH12PSi3 in total, with properties calculated with the ωB97M-V functional and the def2-TZVPD basis.

Geometry as XYZ:
```
17
Properties=species:S:1:pos:R:3
C 1.76372 0.35810 1.39202
Si -1.20355 1.76727 1.29374
Si -1.51728 -3.73277 -1.28283
Si 0.83139 1.38289 -1.47861
P 0.24492 0.24281 0.30594
H 2.31468 -0.45718 1.06279
H 1.49628 0.22980 2.51374
H 2.30619 1.22899 1.23412
H -0.37540 3.11878 1.50592
H -1.47400 1.05370 2.56852
H -2.39974 1.67692 0.31136
H -0.40510 -3.48588 -2.20759
H -1.89720 -5.18541 -1.29383
H -2.20898 -2.82672 -0.40318
H -0.52283 2.00117 -1.76725
H 1.08087 0.50679 -2.55249
H 1.96602 2.12074 -1.20236
```

Kohn-Sham gap in Eh: 0.144
E in Ha: -1254.673178
Total charge: +1
Energy above the lowest of the compared OMol25 structures with the same formula, charge and spin in kcal/mol: 67.9

=====

# 8
Below is the ion C5H12N3 with charge +1, with properties calculated with the ωB97M-V functional and the def2-TZVPD basis.

Geometry as XYZ:
```
20
Properties=species:S:1:pos:R:3
C -1.74760 0.13977 0.85359
C -1.11827 -0.10169 -0.36244
C -0.89491 0.86055 1.79655
C 1.07841 -0.55434 2.24026
C 1.35726 -0.30772 -2.48752
N -0.16771 -0.28576 2.51281
N -0.09752 0.66605 -0.77861
N 0.13401 0.52271 -2.12417
H -2.75379 -0.20137 1.14055
H -1.55236 -0.66712 -1.23269
H -0.09138 1.34100 1.40962
H -1.53502 1.34195 2.61255
H 1.68001 0.08089 1.43111
H 1.38553 -1.51053 2.61401
H 2.26098 0.09064 -1.86069
H 1.32593 -1.30796 -2.17189
H 1.58703 -0.45747 -3.58252
H -0.59201 -0.96801 3.11639
H 0.28347 1.38908 -2.44369
H -0.54206 -0.07070 -2.68324
```

Kohn-Sham gap (alpha / beta) in Eh: 0.256 / 0.256
E in Ha: -361.563943
Total charge: +1
Energy above the lowest of the compared OMol25 structures with the same formula, charge and spin in kcal/mol: 128.1

=====

Calculated max |F| in order - 4.9; 2.7; 7.2; 4.8; 2.1; 3.4; 3.5; 6.6 eV/Å